{"formula": "C5H7N3", "method": "ωB97M-V with the def2-TZVPD basis set", "symbols": ["C", "C", "C", "C", "C", "H", "H", "H", "H", "H", "H", "H", "N", "N", "N"], "coordinates": [[0.93647, 0.00217, 0.87517], [0.17251, -0.23912, -1.16540], [-1.38074, -0.34571, -1.52851], [-1.42594, 0.80152, -0.31123], [-0.17659, 0.20041, 0.17248], [1.77978, -0.39455, 2.72795], [-0.19896, 0.05860, 2.90361], [2.87038, -0.27557, 0.12326], [-1.87223, -1.48947, -1.52561], [-1.62717, -0.00726, -2.71403], [-1.17989, 1.96969, -0.52125], [-2.27258, 0.51032, 0.23942], [1.26809, 0.43341, 2.22077], [1.75143, -0.56949, -0.12486], [1.35544, -0.65494, -1.37176]], "forces_ev_per_angstrom": [[-0.457, 0.382, -0.536], [-5.707, -0.643, 0.369], [1.088, 0.975, -4.488], [-0.807, -0.011, -0.815], [0.905, 0.178, -2.719], [-0.991, 1.839, -1.170], [4.362, 1.178, -1.801], [-3.747, -1.559, -1.470], [1.280, 3.333, 0.995], [0.429, -0.547, 3.275], [-1.444, -2.941, 0.008], [-1.484, 0.937, 1.113], [-2.937, -3.816, 1.926], [9.258, 1.099, 6.009], [0.252, -0.402, -0.696]], "homo_lumo_gap_ev": 7.98, "lumo_ev": -0.8, "energy_ev": -9759.9970, "e_homo_ev": -8.8, "relative_energy_kcal_mol": 216.6}

---

{"formula": "C5H7N3", "method": "ωB97M-V with the def2-TZVPD basis set", "symbols": ["C", "C", "C", "C", "C", "N", "N", "N", "H", "H", "H", "H", "H", "H", "H"], "coordinates": [[-0.94717, -2.17882, -1.07793], [-0.26038, -1.86151, 0.09615], [-1.72178, -0.23743, -0.34981], [1.35307, 2.28506, -0.25357], [-0.30405, 0.10512, 1.51096], [-1.84400, -1.17970, -1.30729], [2.43780, 2.30380, 0.25890], [-0.70852, -0.59478, 0.44357], [-0.93307, -3.01330, -1.78508], [0.76278, -2.10847, 0.54336], [-1.96192, 0.77381, -0.50122], [0.83422, 2.22567, -1.23666], [-0.69361, 1.13682, 1.62050], [0.56486, -0.31081, 1.84726], [3.42177, 2.65454, 0.19084]], "forces_ev_per_angstrom": [[-0.309, 0.741, 1.141], [2.109, 0.164, -0.547], [0.795, -2.754, -2.980], [-1.032, -1.004, -0.377], [-1.197, 2.003, -0.123], [-0.931, 1.069, -0.063], [1.546, 1.072, 1.073], [-0.664, -0.909, 0.344], [0.322, 0.245, 0.699], [-1.954, -0.276, -0.697], [-0.937, 0.968, 0.304], [0.704, 0.515, 0.098], [0.580, -1.026, 0.159], [2.199, -0.166, 1.734], [-1.231, -0.642, -0.764]], "homo_lumo_gap_ev": [8.18, 7.17], "lumo_ev": [0.7, 0.0], "energy_ev": -9762.9795, "e_homo_ev": [-7.5, -7.2], "relative_energy_kcal_mol": 147.8}

---

{"formula": "C5H7N3", "method": "ωB97M-V with the def2-TZVPD basis set", "symbols": ["C", "C", "C", "C", "C", "N", "N", "N", "H", "H", "H", "H", "H", "H", "H"], "coordinates": [[-0.31108, 1.77153, -2.61032], [-0.08496, -1.14208, -0.76283], [-0.56194, 1.39509, -1.31803], [0.33454, 1.37806, -0.20931], [0.04207, -1.75881, 1.60091], [-0.21694, 2.27738, -3.66847], [0.00389, 0.52686, 0.89582], [0.03604, -0.81353, 0.50199], [-0.09263, -2.27435, -0.81215], [1.44712, 1.37739, -0.41460], [0.07675, 2.48061, 0.01266], [1.10879, -2.11174, 1.73214], [-0.19727, -1.45495, 2.65922], [-0.64891, -2.59826, 1.26102], [-0.93548, 0.94680, 1.13196]], "forces_ev_per_angstrom": [[0.636, 1.185, -1.290], [0.197, -0.087, 1.055], [-1.312, -1.950, -0.175], [2.338, 2.042, -0.831], [0.754, -2.270, 1.026], [-0.153, -0.790, 1.176], [-0.493, 2.702, 0.825], [-1.829, -0.148, -1.535], [0.115, 1.065, -0.087], [-0.990, -0.267, 0.155], [0.515, -0.978, 0.553], [-1.161, -0.014, -0.366], [-0.345, 0.542, -1.524], [1.142, 0.910, 0.870], [0.586, -1.941, 0.148]], "homo_lumo_gap_ev": 7.57, "lumo_ev": -0.8, "energy_ev": -9761.1489, "e_homo_ev": -8.4, "relative_energy_kcal_mol": 190.0}

---

{"formula": "C5H7N3", "method": "ωB97M-V with the def2-TZVPD basis set", "symbols": ["C", "C", "C", "C", "C", "H", "H", "H", "H", "H", "H", "H", "N", "N", "N"], "coordinates": [[1.81263, -1.78831, 1.02422], [0.83465, -0.83599, 0.47035], [0.87664, 0.03812, -0.55287], [-0.40608, 0.67861, -0.69793], [-1.08634, 0.08855, 0.47518], [2.35637, -1.36087, 1.89926], [2.65806, -2.17895, 0.41144], [1.24506, -2.64641, 1.37902], [1.76589, 0.28478, -1.19980], [-2.02665, 0.41007, 0.79644], [-2.24821, 2.95899, -1.47229], [-2.51528, 1.51778, -0.66484], [-0.39678, -0.76701, 1.11905], [-0.78421, 1.62831, -1.53646], [-2.08576, 1.97233, -1.45079]], "forces_ev_per_angstrom": [[1.558, -0.512, 0.743], [0.960, 0.410, -1.129], [2.756, 0.333, -1.994], [-0.044, 0.784, -0.129], [-0.626, 0.362, -0.645], [-0.646, -0.152, -0.297], [-0.954, 0.573, -0.223], [0.098, -0.098, 0.157], [-1.165, -0.549, 0.762], [-1.469, 0.109, 0.756], [0.097, 0.425, -0.378], [-0.724, 0.143, 0.181], [-0.887, 0.096, 0.518], [0.865, -1.290, 1.492], [0.179, -0.634, 0.186]], "homo_lumo_gap_ev": 7.88, "lumo_ev": -0.7, "smiles": "CC1=C/C(=N/N)C=N1", "energy_ev": -9766.3744, "e_homo_ev": -8.6, "relative_energy_kcal_mol": 69.5}

---

{"formula": "C5H7N3", "method": "ωB97M-V with the def2-TZVPD basis set", "symbols": ["C", "C", "C", "C", "C", "H", "H", "H", "H", "H", "H", "H", "N", "N", "N"], "coordinates": [[-1.44935, 0.90548, -0.08962], [-0.00142, -0.94443, 0.03434], [1.35736, -1.37238, 0.12097], [2.06098, -0.29399, -0.22101], [0.00940, 0.77156, 0.23418], [-1.99317, 1.66972, 0.59881], [-2.07024, 0.94789, -1.23912], [-2.58266, -0.62690, -0.90627], [1.78874, -2.45544, 0.37273], [3.09943, -0.24688, -0.45666], [1.82227, 1.67106, 0.31739], [-0.12551, 0.85630, 1.39592], [-2.17030, -0.48960, 0.06724], [-1.15829, -1.40269, -0.04945], [1.41276, 1.01032, -0.17946]], "forces_ev_per_angstrom": [[-4.839, 1.991, -3.442], [-0.918, 2.960, 1.919], [0.832, -2.579, -0.264], [0.448, 2.224, 0.972], [0.005, -4.432, 2.735], [1.020, -1.407, -1.354], [3.074, 1.733, 2.656], [-0.273, 0.076, 2.185], [-1.153, 2.685, -1.105], [0.655, -0.085, 0.129], [2.610, 3.479, 2.528], [1.069, 0.162, -1.603], [0.736, 0.726, -1.798], [0.789, -2.557, 0.207], [-4.054, -4.976, -3.765]], "homo_lumo_gap_ev": 8.97, "lumo_ev": 0.9, "smiles": "C1=CC2=NNC[C@@H]2N1", "energy_ev": -9763.3786, "e_homo_ev": -8.1, "relative_energy_kcal_mol": 138.6}

---

{"formula": "C5H7N3", "method": "ωB97M-V with the def2-TZVPD basis set", "symbols": ["C", "C", "C", "C", "C", "H", "H", "H", "H", "H", "H", "H", "N", "N", "N"], "coordinates": [[-1.25656, -0.33745, 0.10450], [1.13852, -0.47475, -0.05263], [0.71384, 0.90218, -0.48822], [0.24917, 1.61975, 0.53431], [-0.79506, 0.94099, -0.25784], [-2.88460, -1.78442, -0.35729], [-0.00881, -2.00139, 0.47798], [2.91194, -0.19745, -0.59007], [1.49584, 1.00682, -1.26403], [0.12409, 2.69076, 0.56800], [0.04592, 1.23905, 1.66260], [-1.56136, 1.62555, -0.85846], [-2.40601, -0.67079, -0.22544], [0.02341, -0.97406, 0.51101], [2.32226, -0.99561, -0.09692]], "forces_ev_per_angstrom": [[2.868, -1.767, -0.479], [0.966, 0.861, 0.176], [3.767, -4.571, -4.337], [-3.732, 3.695, 8.754], [-1.644, 4.994, -3.773], [2.690, 4.104, 1.251], [-0.004, 0.535, 0.677], [-1.070, -2.268, 1.233], [-1.309, 1.755, -0.253], [0.420, 0.234, -0.435], [1.828, 0.695, -2.427], [2.042, -1.719, 1.202], [-3.505, -4.613, -0.709], [-2.928, -4.512, 0.473], [-0.389, 2.576, -1.353]], "homo_lumo_gap_ev": 10.30, "lumo_ev": 0.9, "smiles": "[H]/N=C1\\N/C(=N/[H])[C@@H]2C[C@H]12", "energy_ev": -9764.6155, "e_homo_ev": -9.4, "relative_energy_kcal_mol": 110.0}

---

{"formula": "C5H7N3", "method": "ωB97M-V with the def2-TZVPD basis set", "symbols": ["C", "C", "C", "C", "C", "N", "N", "N", "H", "H", "H", "H", "H", "H", "H"], "coordinates": [[0.46385, 1.81369, 0.42859], [-0.87027, 1.32081, 0.15543], [1.85696, 0.08592, -0.54953], [1.55246, -1.10106, -0.08281], [1.12694, -2.19693, 0.40205], [1.56788, 1.31707, 0.04770], [-1.04847, 0.10068, -0.13971], [-2.32359, -0.27408, -0.34752], [0.38810, 2.84146, 0.87544], [-1.59820, 2.12899, 0.35262], [2.46221, 0.10212, -1.46231], [1.78638, -2.78714, 1.08122], [0.03909, -2.52087, 0.02027], [-3.04739, 0.20495, 0.15423], [-2.35595, -1.03560, -0.93566]], "forces_ev_per_angstrom": [[0.364, 0.238, -0.695], [0.488, 0.488, 1.319], [-0.398, -0.559, -0.456], [0.373, 2.198, -0.536], [-1.949, -2.451, 0.074], [0.883, 1.023, 0.737], [-0.849, 0.547, -0.683], [0.905, 1.267, 1.126], [0.870, -0.833, -0.252], [-0.562, -0.833, -0.370], [-0.125, 0.397, 0.338], [-1.088, 0.234, -0.487], [2.621, 0.284, 1.154], [-0.501, -0.167, -0.452], [-1.032, -1.834, -0.818]], "homo_lumo_gap_ev": 8.24, "lumo_ev": 0.4, "smiles": "C=C=C/N=C\\C=N\\N", "energy_ev": -9764.0799, "e_homo_ev": -7.9, "relative_energy_kcal_mol": 122.4}

---

{"formula": "C5H7N3", "method": "ωB97M-V with the def2-TZVPD basis set", "symbols": ["C", "C", "C", "C", "C", "N", "N", "N", "H", "H", "H", "H", "H", "H", "H"], "coordinates": [[-1.89116, -1.10463, 0.08426], [-0.93154, 0.78765, -0.15785], [0.89970, 1.52377, -0.19620], [1.46990, 0.19748, 0.33950], [0.66068, -0.96072, -0.08097], [-2.81566, -0.17189, 0.13161], [-2.13989, 1.00475, 0.06324], [-0.69012, -0.56636, -0.16427], [-2.14947, -2.17696, -0.03388], [0.76651, 1.51556, -1.29153], [0.96995, 2.45997, 0.31980], [2.48076, 0.09643, -0.01497], [1.56911, 0.28182, 1.42039], [1.01101, -1.11723, -1.08121], [0.79023, -1.76965, 0.66207]], "forces_ev_per_angstrom": [[-1.458, -1.597, -1.078], [5.314, 0.251, 0.714], [-5.084, -3.355, -1.237], [1.028, 2.849, 1.188], [0.476, -1.203, 0.072], [0.364, -0.886, 0.503], [-2.574, 2.558, -0.109], [-0.339, 1.270, 0.532], [0.454, 0.891, 0.464], [1.141, 0.704, 0.432], [0.115, 0.168, 0.133], [0.555, -0.245, -0.236], [-0.239, -0.041, 0.180], [0.201, -1.353, -0.600], [0.046, -0.010, -0.957]], "homo_lumo_gap_ev": 10.21, "lumo_ev": 0.7, "energy_ev": -9765.8780, "e_homo_ev": -9.5, "relative_energy_kcal_mol": 80.9}

---

{"formula": "C5H7N3", "method": "ωB97M-V with the def2-TZVPD basis set", "symbols": ["C", "C", "C", "N", "C", "C", "N", "N", "H", "H", "H", "H", "H", "H", "H"], "coordinates": [[-0.05862, 0.26284, -0.05080], [0.77181, -0.20017, -1.21908], [-1.40173, 0.82692, -0.40311], [0.57301, 0.82987, 1.03116], [0.12198, -1.62784, 1.02651], [1.50654, 0.07749, 1.68781], [-0.63810, -2.49061, 0.80887], [1.35450, -1.17352, 1.67500], [0.09142, 1.54610, 1.56165], [1.81496, -0.37677, -0.96604], [-1.97322, 1.10609, 0.48285], [0.36511, -1.12867, -1.60981], [0.72570, 0.54961, -2.01252], [-1.96249, 0.08740, -0.97438], [-1.29086, 1.71125, -1.03811]], "forces_ev_per_angstrom": [[0.602, 1.771, -0.102], [0.018, -0.567, 0.203], [0.014, -0.054, 0.109], [-1.048, -1.310, -0.721], [-0.065, -1.385, 0.650], [1.076, 1.058, 0.545], [0.288, 0.915, -0.183], [-0.660, -0.247, -0.678], [-0.042, -0.088, 0.025], [-0.088, 0.032, 0.178], [0.014, -0.098, -0.048], [-0.082, -0.054, -0.098], [-0.131, 0.107, 0.085], [0.014, -0.013, 0.060], [0.089, -0.067, -0.024]], "homo_lumo_gap_ev": [7.11, 6.81], "lumo_ev": [-1.3, -1.4], "energy_ev": -9764.2923, "e_homo_ev": [-8.4, -8.2], "relative_energy_kcal_mol": 117.5}

---

{"formula": "C5H7N3", "method": "ωB97M-V with the def2-TZVPD basis set", "symbols": ["C", "C", "C", "C", "C", "N", "N", "N", "H", "H", "H", "H", "H", "H", "H"], "coordinates": [[-1.32304, 1.31350, 1.15633], [-0.60358, 0.52536, 1.93188], [-0.02175, 0.20101, -0.29471], [1.13720, -1.08278, 1.39012], [0.80195, -0.24160, -2.92979], [0.21670, -1.04760, -3.53383], [-0.92910, 1.10032, -0.18355], [0.26001, -0.18970, 1.09305], [-2.11488, 2.07172, 1.49087], [-0.70308, 0.54092, 3.02343], [1.88792, -1.50383, 0.79179], [1.22768, -1.46456, 2.32904], [1.26127, 0.61726, -2.37322], [-0.17422, -1.92537, -3.84870], [-1.37408, 1.55285, -0.97039]], "forces_ev_per_angstrom": [[-1.845, 1.916, 0.870], [-0.940, 0.569, 1.637], [1.769, -0.842, -1.019], [-0.654, 1.070, -0.802], [-1.677, -1.402, -1.534], [2.417, 2.501, 2.365], [-0.786, 0.215, 0.699], [0.164, -0.286, -0.654], [1.364, -1.304, -0.804], [0.586, -0.595, -0.531], [0.401, -0.175, -1.964], [-0.235, -0.479, 3.106], [-0.355, -1.191, -0.957], [-0.208, -0.050, -0.364], [0.000, 0.053, -0.049]], "homo_lumo_gap_ev": 8.68, "lumo_ev": -9.9, "total_charge": 2, "energy_ev": -9746.3937, "e_homo_ev": -18.6, "relative_energy_kcal_mol": 23.0}

---

{"formula": "C5H7N3O", "method": "ωB97M-V with the def2-TZVPD basis set", "symbols": ["C", "C", "C", "C", "C", "H", "H", "H", "H", "H", "H", "H", "N", "N", "N", "O"], "coordinates": [[2.67421, 0.30775, -0.32278], [1.20568, 0.33727, 0.39745], [-1.08901, -0.22134, -0.16683], [-2.95110, 0.53990, -0.03876], [-3.08591, -0.88563, 0.01259], [2.94785, -1.61020, 0.06669], [2.73450, 0.36126, -1.53207], [3.28174, 1.33677, 0.01450], [1.24227, 0.10336, 1.44208], [0.89315, 1.36318, 0.13552], [-3.86150, 1.19548, 0.33604], [-4.08980, -1.19463, 0.09654], [0.13884, -0.56402, 0.01743], [-1.68578, 0.97097, -0.23610], [-1.91222, -1.29097, -0.20566], [3.55708, -0.74919, -0.01666]], "forces_ev_per_angstrom": [[1.059, 1.906, -1.326], [0.361, 1.430, -2.623], [4.791, -1.298, -0.737], [-0.534, 4.702, 1.509], [0.421, 2.695, -0.754], [2.158, 2.715, -0.346], [-1.221, 0.192, 2.650], [-1.913, -2.613, -0.606], [0.764, 0.513, 0.844], [0.074, -0.004, 0.856], [2.130, -0.702, -1.473], [-0.543, -1.939, 0.090], [0.409, -0.353, -0.655], [-4.355, 1.259, 1.332], [-1.025, -5.406, 0.243], [-2.578, -3.097, 0.995]], "homo_lumo_gap_ev": 8.33, "lumo_ev": -1.6, "energy_ev": -11811.8563, "e_homo_ev": -9.9, "relative_energy_kcal_mol": 104.5}

---

{"formula": "C5H7N3O", "method": "ωB97M-V with the def2-TZVPD basis set", "symbols": ["C", "C", "C", "C", "C", "N", "N", "N", "O", "H", "H", "H", "H", "H", "H", "H"], "coordinates": [[0.68914, 0.99106, -1.11036], [0.76527, -0.27343, -0.65204], [-0.98795, 1.40409, 0.39582], [1.65139, -1.35736, -1.27208], [-1.62716, -0.40055, 1.99125], [0.07592, -0.65635, 0.34948], [1.36665, 1.74030, -1.82735], [-0.83117, 0.16628, 0.98363], [-1.62869, 2.29833, 0.79817], [0.87703, -2.09329, -1.42834], [2.49759, -1.70030, -0.67890], [1.87648, -0.98969, -2.28356], [-1.03403, -0.97950, 2.75945], [-2.19347, 0.35351, 2.52101], [-2.36703, -1.11418, 1.55260], [0.87001, 2.61109, -2.09875]], "forces_ev_per_angstrom": [[-2.359, 4.467, 0.664], [1.554, -3.362, 1.643], [2.296, -1.692, -1.347], [-1.535, 1.072, -0.991], [-1.155, -2.140, 1.410], [-1.318, -0.842, 1.501], [-0.894, 0.332, -0.569], [2.439, 0.902, -2.416], [-0.778, 1.312, 0.054], [0.462, -1.063, 0.014], [-0.164, 0.194, -0.130], [0.671, -0.273, 0.399], [-0.361, 0.733, -0.998], [0.061, 0.394, -0.083], [0.478, 0.410, 0.335], [0.601, -0.443, 0.516]], "homo_lumo_gap_ev": [7.77, 7.77], "lumo_ev": [-0.5, -0.5], "energy_ev": -11812.2602, "e_homo_ev": [-8.2, -8.2], "relative_energy_kcal_mol": 95.2}